No. 1
22 unconnected molecules or ions with the total composition C24H92N42O22 at a distorted geometry. Source: the Open Molecules 2025 dataset; level of theory: ωB97M-V/def2-TZVPD.

Summary:
Frontier orbital gap ... 7.92 eV
Largest force on an atom ... 9.779 eV/Å
LUMO ... -0.75 eV

```
! wB97M-V def2-TZVPD RIJCOSX def2/J DEFGRID3
* xyz 0 1
O 0.72481 -3.42878 1.55992
C 4.39585 2.67148 1.91932
O -3.44909 -6.93965 1.50052
H -0.21005 7.45625 -1.43737
C 4.59656 -1.35154 3.42892
N 2.64401 2.42617 -0.95748
H 5.82939 2.00990 0.77313
N 0.94750 -1.22174 -0.19975
N -2.44810 -4.17713 -3.87574
H -0.72035 3.67552 -4.46020
C -2.94055 -5.90212 1.84556
O 0.83855 -7.02875 3.62752
H -3.19317 -1.02632 -1.92710
H -1.47764 0.55160 -7.24823
N -1.67283 -4.15956 -5.79949
H -0.39429 1.51013 -0.38660
N 4.56040 -1.81907 2.23228
C -2.09761 2.93527 1.65491
H -4.99703 -0.38195 2.94675
O 1.28597 -1.89988 -2.89908
N -5.84067 4.55880 -1.55272
H -0.70705 5.97360 -0.63315
C 2.29897 -4.97136 -0.98251
H -2.45614 3.17763 -3.80468
H 1.89970 5.32596 1.20471
N 5.60857 2.75697 1.41597
N -2.11686 -5.24239 1.05923
H 1.96456 -8.48309 2.60258
H -3.16091 -4.06646 -3.16880
N -4.18874 -1.75699 0.22367
H 2.12330 6.27719 5.14658
H 0.84216 -0.09566 3.69011
H 0.77420 3.93534 -3.56065
N -2.83568 6.51718 -0.21342
H -3.77434 6.88969 -0.19772
O 2.65239 2.26609 -3.08787
H 0.63675 0.75200 -1.54216
H 4.33335 -1.19930 1.46780
C -3.43985 -1.21648 4.05731
H -2.29388 -5.25943 0.06501
N -2.33616 -1.09423 -2.45721
H -0.52749 -1.69542 2.46052
O 3.15178 6.85652 -0.48033
H 6.30199 3.45259 1.65128
C -1.02641 3.86099 -2.58398
O 3.09740 -5.55851 -1.69390
C -2.11516 -0.38700 -3.50660
H -1.47492 -4.41212 -3.74231
N 4.53451 -0.57024 -0.75862
O -3.84903 0.40760 0.23880
C 0.59676 -7.57892 1.25737
N -4.57233 -1.20556 3.34850
H -0.86478 0.12209 -5.71955
H -1.33017 3.12829 -0.15442
H -3.83455 0.69444 4.58954
C 3.20427 2.52829 -2.06500
O -6.27405 2.40898 -2.18978
H -4.65525 2.03379 -0.32560
H 2.37738 -2.27142 -5.77875
O 0.65725 2.23068 5.78217
C 0.15090 -9.23747 3.11077
N 1.24769 6.60150 4.76159
H -2.35137 6.36484 0.65970
O -1.19044 -0.43699 -4.24342
H 5.93410 -2.43565 -0.80743
H -6.22631 -1.14392 -0.86893
H -3.55605 -1.81190 1.00903
H 1.13042 -7.44677 4.44096
H -2.91339 0.96123 -4.58633
C -2.66757 -3.86973 -5.08636
H 0.61659 7.27227 5.17618
N 4.22463 3.70794 2.66813
H 0.30266 -3.93146 4.60767
C 0.49967 -3.33900 2.77328
H -3.81953 0.44046 -3.18747
H 1.55788 2.05509 -5.27955
H -3.04461 3.56341 -2.27799
N 0.34240 0.84702 -0.58069
O 1.61991 4.83150 3.54144
H 0.70515 -5.02669 -2.12742
H -0.85573 6.71632 3.53904
H -1.67900 -4.43572 1.48071
H 1.32253 -6.97399 0.71385
N 1.03344 -4.87454 -1.18446
N -0.23280 3.86635 -3.59650
H 2.04853 -3.92706 0.54025
N 0.77389 -4.16804 3.74623
H -1.74464 -1.90053 -2.31553
N 1.78513 -1.75602 -5.14337
C 0.69659 1.61598 4.69594
H -0.76077 -2.44600 4.05168
O -0.66298 3.90106 -1.41428
H -2.75118 -4.44733 3.31285
H -3.71519 -5.76966 3.63840
H 0.27674 -9.43385 4.17552
H 5.03161 3.09153 -2.80721
C 2.40920 5.91259 -0.71765
H 3.35619 -0.07167 4.41811
N -0.67431 0.49495 -6.63867
N 3.66783 -0.54559 3.58242
H 3.94046 0.24549 -0.71633
H -3.11790 2.24437 3.27597
N -4.85298 2.99136 -0.57873
O 5.19796 -1.89081 4.33403
H 1.39310 4.68463 -1.97254
N -2.25358 3.59039 -2.90541
H -5.90703 0.51141 -1.16060
O 6.44584 0.56155 -0.15477
H 4.78839 3.27170 -1.09357
H -2.43035 -0.05659 5.32906
O -2.96054 -2.27418 4.34103
H 0.84146 1.55248 2.66935
C 1.97851 -2.10443 -3.90906
N -1.94107 2.56099 0.41573
H 0.86971 3.11739 3.52602
H 4.54208 -2.82041 2.10151
H -3.14003 1.22053 1.91408
N 2.77321 -4.17785 -0.11706
C -5.79074 3.26535 -1.45033
H 1.82008 1.84378 -1.00285
H 3.06892 -3.37019 -3.02468
H -1.25667 -4.89788 -5.25012
C 0.82680 5.70804 3.87391
N 1.82653 5.22423 0.20251
N -0.83441 6.95811 -0.81920
C 5.86125 -0.43426 -0.60652
N -0.28082 5.92395 3.29059
H 2.07095 6.10650 -2.70920
N 2.94417 -2.89748 -3.90847
H 4.89590 4.45304 2.54840
H 0.19375 -10.20499 2.61061
N -5.57390 -0.37519 -0.80979
H 3.36183 -0.07292 2.74395
N 0.98279 1.29286 -5.60874
H 3.73775 -4.11832 0.17657
H 0.87585 -1.37302 -5.35928
N -2.79718 2.07284 2.33373
O 3.56968 1.81488 1.71785
H 0.41345 -0.21729 5.40293
C 0.00594 1.60830 -6.45108
H 1.00127 0.35883 -5.22489
H 0.99469 4.73438 -0.09445
H 0.26691 -8.40422 0.62635
H -2.48090 1.76176 0.11584
H 0.46401 -4.38297 -0.51052
C -2.12330 7.32720 -0.92783
N 6.46353 -1.58488 -0.68099
H 2.89434 2.68927 -0.01503
H -0.27884 -6.92990 1.27154
N -3.22633 -0.10298 4.70910
C 0.47902 -0.11908 0.31662
O -1.65424 3.94042 2.16071
N 1.86624 5.57184 -1.87714
O -2.56211 8.30980 -1.44843
H -0.92251 -9.05891 3.04741
C 0.98779 -7.99940 2.61076
N 4.43791 2.98665 -1.99690
O -3.79922 -3.55885 -5.41764
H -1.80700 -4.23895 -6.79738
H -6.43563 4.97235 -2.25636
H 7.42280 -1.56078 -0.36581
H -5.16293 -2.01559 3.22546
C -4.49690 -0.51793 -0.12341
H 3.63163 -2.85404 -4.64712
H 3.27671 3.86648 2.97863
H 1.14400 -5.08880 3.55830
H 1.00209 -1.41213 -1.19014
H 4.38462 -1.28977 -1.45138
H -5.47795 5.20507 -0.86652
N 0.67723 0.32560 4.59312
O -0.05086 -0.15656 1.41919
H -4.60724 -2.59264 -0.15927
N 0.82523 2.10847 3.51239
N -2.93389 0.57002 -3.65540
H 0.88810 -2.02357 0.41151
N -3.02346 -5.37410 3.01781
H -0.64820 5.17566 2.72033
H -4.55172 3.78599 -0.03292
N -0.26601 -2.35920 3.17545
O -0.17930 2.59347 -7.07050
*
```

Results of the Mulliken charge analysis, in e, for atoms 1 through 99: atom 1 (O): -0.512, atom 2 (C): 0.743, atom 3 (O): -0.726, atom 4 (H): 0.251, atom 5 (C): 0.792, atom 6 (N): 2.851, atom 7 (H): 0.272, atom 8 (N): 1.197, atom 9 (N): -0.261, atom 10 (H): 0.099, atom 11 (C): 0.576, atom 12 (O): -0.506, atom 13 (H): 0.142, atom 14 (H): 0.280, atom 15 (N): -0.336, atom 16 (H): -1.155, atom 17 (N): 0.010, atom 18 (C): -0.709, atom 19 (H): 0.108, atom 20 (O): -0.760, atom 21 (N): -0.293, atom 22 (H): 0.073, atom 23 (C): 0.342, atom 24 (H): 0.099, atom 25 (H): 0.031, atom 26 (N): -0.277, atom 27 (N): 0.030, atom 28 (H): 0.087, atom 29 (H): 0.130, atom 30 (N): -0.167, atom 31 (H): 0.264, atom 32 (H): -0.267, atom 33 (H): 0.308, atom 34 (N): -0.169, atom 35 (H): 0.279, atom 36 (O): -0.677, atom 37 (H): 0.230, atom 38 (H): -0.002, atom 39 (C): 0.568, atom 40 (H): 0.052, atom 41 (N): 0.247, atom 42 (H): -0.824, atom 43 (O): -0.771, atom 44 (H): 0.168, atom 45 (C): 0.152, atom 46 (O): -0.767, atom 47 (C): 0.155, atom 48 (H): 0.098, atom 49 (N): 0.289, atom 50 (O): -0.469, atom 51 (C): -0.593, atom 52 (N): -0.304, atom 53 (H): 0.200, atom 54 (H): -1.055, atom 55 (H): 0.185, atom 56 (C): 0.204, atom 57 (O): -0.759, atom 58 (H): -0.319, atom 59 (H): 0.118, atom 60 (O): -0.849, atom 61 (C): -1.492, atom 62 (N): -0.498, atom 63 (H): 0.076, atom 64 (O): -0.688, atom 65 (H): 0.133, atom 66 (H): 0.193, atom 67 (H): -0.100, atom 68 (H): 0.276, atom 69 (H): 0.323, atom 70 (C): 0.663, atom 71 (H): 0.176, atom 72 (N): -0.345, atom 73 (H): 0.126, atom 74 (C): -0.398, atom 75 (H): 0.084, atom 76 (H): 0.090, atom 77 (H): -0.004, atom 78 (N): 1.187, atom 79 (O): -0.780, atom 80 (H): 0.018, atom 81 (H): 0.193, atom 82 (H): -0.181, atom 83 (H): 0.137, atom 84 (N): 0.147, atom 85 (N): -0.241, atom 86 (H): 0.015, atom 87 (N): -0.212, atom 88 (H): -0.160, atom 89 (N): -0.411, atom 90 (C): 0.490, atom 91 (H): 0.184, atom 92 (O): 0.346, atom 93 (H): 0.080, atom 94 (H): 0.227, atom 95 (H): 0.384, atom 96 (H): 0.289, atom 97 (C): 0.401, atom 98 (H): 0.163, atom 99 (N): -0.341

***

No. 2
25 unconnected molecules or ions with the total composition C25H100O25 at a distorted geometry. Source: the Open Molecules 2025 dataset; level of theory: ωB97M-V/def2-TZVPD.

Summary:
Frontier orbital gap ... 9.98 eV
Largest force on an atom ... 3.811 eV/Å
LUMO ... 0.50 eV

```
! wB97M-V def2-TZVPD RIJCOSX def2/J DEFGRID3
* xyz 0 1
C 16.36115 18.34287 8.30592
H 11.36270 10.95969 16.49910
O 17.43009 14.50706 10.23942
O 8.98226 15.34726 12.28283
C 18.72896 14.47584 10.66035
H 16.93303 15.09052 10.84671
H 12.77484 15.67308 10.19474
H 13.06092 13.82704 12.38719
O 10.89594 17.69050 18.29108
O 12.27875 15.00297 19.24923
C 11.33223 12.54082 15.16214
O 10.19026 9.67397 13.50639
O 16.58276 16.52952 12.08046
H 15.89112 11.35517 8.51551
H 14.75064 15.51380 12.30663
O 9.33471 12.34929 11.26729
H 15.89234 16.57980 16.00304
H 17.36992 14.46401 7.12366
H 11.71168 16.61367 16.42835
H 11.48389 14.38507 12.90960
H 15.19475 10.44256 17.29640
H 17.51401 18.29390 11.07609
C 18.08498 19.96116 11.92021
O 17.14453 15.79389 14.56882
O 18.01247 19.09160 10.79016
O 14.50417 9.93102 11.36861
C 8.73655 13.02774 10.17873
H 14.76229 14.38562 8.82232
O 10.48059 13.16900 18.63457
H 14.16463 18.40506 9.94147
C 16.81118 9.60112 8.42646
H 13.53252 10.00592 15.74160
H 10.80625 16.95477 18.87574
H 13.18251 18.20481 7.46741
H 12.22742 20.82495 12.64826
H 16.39012 18.56050 7.25848
H 12.90418 17.84608 18.78736
H 13.22187 15.68821 17.52255
C 11.99815 18.48365 18.84259
O 11.27337 15.89491 15.85907
O 13.08845 14.93292 14.17175
O 9.62197 17.76265 10.81554
H 14.71899 9.32118 13.33822
H 9.54770 15.83896 11.71859
H 8.67349 14.05856 18.92682
C 9.92124 17.79928 9.42107
O 15.66723 10.37038 8.75251
H 10.67834 13.38978 14.97072
H 14.93855 9.74540 10.50426
H 9.67362 10.44585 13.39811
O 10.73516 11.69236 16.21455
H 17.52195 17.31339 15.89271
H 10.64850 17.54861 14.78839
C 14.24717 9.93990 17.57663
H 10.44787 8.83649 11.58840
H 13.13430 20.99556 10.37399
H 17.17494 17.62941 8.61652
H 12.06430 19.15643 17.99430
H 9.05542 12.53006 9.25474
O 14.38689 9.25943 14.20864
H 8.98229 14.13486 10.15210
H 19.21351 15.47219 10.75812
C 16.96828 16.40459 15.81361
H 18.36991 12.96922 7.47814
C 7.86370 16.10978 12.63650
H 13.03294 18.25435 5.06761
O 15.11921 17.74284 8.71682
H 11.75558 19.09225 19.68374
H 8.80144 13.06421 17.39137
C 10.27342 16.67833 15.17884
H 8.81250 8.99112 12.12151
H 13.99782 10.25163 18.54837
H 14.91589 11.64621 14.22726
H 16.51768 19.24790 8.92336
C 12.74598 19.05884 5.80423
C 15.59208 12.41136 13.88997
H 15.46436 12.61807 12.81200
H 13.35956 8.23525 11.33882
H 13.52449 13.86389 17.96377
O 13.26844 10.34052 16.60480
H 16.61593 11.99466 14.03465
H 16.76732 14.87571 14.66326
H 7.35583 15.54122 13.43642
H 14.60764 7.09872 13.96633
H 9.75113 16.82542 8.97066
O 13.66004 19.01277 10.51012
H 10.84251 12.69030 17.86548
O 15.49817 13.66389 14.70579
H 9.77574 7.75754 12.88823
H 10.95329 18.10943 9.12920
H 12.42019 15.19974 8.57083
H 12.40988 15.17280 14.80787
C 11.39953 20.09210 12.67011
C 9.30546 13.73397 18.05855
H 8.16242 17.10564 13.02552
C 13.27263 9.30580 11.21381
H 12.77157 13.95787 9.86584
H 11.16466 20.09813 13.75401
H 14.82939 17.06222 13.10902
H 16.57102 8.48250 8.53388
H 11.92486 19.62452 5.45196
H 18.77729 14.01108 11.72430
O 11.78650 18.79350 12.25217
H 19.15648 20.04436 12.29026
H 7.65053 12.95827 10.15978
H 17.09864 9.72630 7.35151
H 12.62648 18.80449 11.69622
H 13.05896 7.57948 14.21553
H 14.46052 8.90734 17.56781
O 16.37282 12.92970 8.12406
H 19.37846 13.84322 10.03907
C 12.96634 14.97756 9.42598
H 11.55528 14.33317 19.08185
H 14.22589 15.18142 18.83161
H 10.43308 17.94739 11.33997
H 7.10465 16.30621 11.87169
H 13.00956 20.12150 8.90685
C 15.10887 16.51455 12.24630
H 9.31424 18.57619 8.85301
H 14.64344 20.61790 9.48040
H 12.87656 9.43080 10.18442
H 14.57562 13.98987 14.53023
C 14.04657 7.84707 14.46978
H 9.51564 14.69239 17.56364
H 14.70399 17.06606 11.45766
H 17.24754 15.79057 16.65871
O 12.35864 18.32012 6.97235
H 14.29000 7.72699 15.52859
H 11.50048 11.86890 14.29604
C 13.30808 14.91197 18.33124
C 9.79794 8.79310 12.51174
H 12.55155 15.53336 12.11006
H 15.08593 16.76143 8.76788
H 9.91493 16.10095 14.31917
H 12.56590 9.63451 11.98236
H 17.68051 20.95346 11.71515
H 17.70890 9.84855 9.03166
H 17.12445 12.79625 6.28073
H 16.92929 16.34579 12.93272
H 13.65904 19.62581 6.04410
C 13.64304 20.26032 9.79732
H 16.50530 13.37272 8.96576
H 10.54634 20.46665 12.14584
O 14.35393 15.13634 9.25152
H 8.92164 12.65619 12.05411
C 12.53500 14.64108 12.83673
H 9.35693 16.79666 15.80488
H 12.31105 12.84266 15.54312
H 17.47402 19.54970 12.76942
C 17.38892 13.35351 7.20969
*
```

Results of the Mulliken charge analysis, in e, for atoms 1 through 99: atom 1 (C): -0.746, atom 2 (H): 0.336, atom 3 (O): -0.124, atom 4 (O): -0.219, atom 5 (C): -0.792, atom 6 (H): 0.084, atom 7 (H): -0.447, atom 8 (H): 0.435, atom 9 (O): -0.456, atom 10 (O): -0.639, atom 11 (C): 0.007, atom 12 (O): -0.286, atom 13 (O): -0.189, atom 14 (H): 0.477, atom 15 (H): 0.202, atom 16 (O): -0.354, atom 17 (H): 0.166, atom 18 (H): 0.153, atom 19 (H): -0.057, atom 20 (H): 0.043, atom 21 (H): 0.267, atom 22 (H): 0.281, atom 23 (C): -0.601, atom 24 (O): -0.458, atom 25 (O): -0.522, atom 26 (O): -0.411, atom 27 (C): -0.432, atom 28 (H): 0.123, atom 29 (O): -0.616, atom 30 (H): -0.054, atom 31 (C): -0.691, atom 32 (H): 0.308, atom 33 (H): 0.283, atom 34 (H): 0.250, atom 35 (H): 0.340, atom 36 (H): 0.287, atom 37 (H): 0.201, atom 38 (H): -0.157, atom 39 (C): -0.539, atom 40 (O): -0.194, atom 41 (O): 0.252, atom 42 (O): -0.457, atom 43 (H): 0.299, atom 44 (H): 0.203, atom 45 (H): 0.312, atom 46 (C): -0.417, atom 47 (O): -0.556, atom 48 (H): 0.268, atom 49 (H): 0.228, atom 50 (H): 0.204, atom 51 (O): -0.706, atom 52 (H): 0.371, atom 53 (H): 0.528, atom 54 (C): -0.911, atom 55 (H): 0.165, atom 56 (H): 0.394, atom 57 (H): 0.138, atom 58 (H): 0.203, atom 59 (H): 0.268, atom 60 (O): -0.472, atom 61 (H): -0.032, atom 62 (H): 0.253, atom 63 (C): -0.762, atom 64 (H): 0.297, atom 65 (C): -0.754, atom 66 (H): 0.242, atom 67 (O): -0.201, atom 68 (H): 0.296, atom 69 (H): 0.289, atom 70 (C): -0.857, atom 71 (H): 0.337, atom 72 (H): 0.359, atom 73 (H): -0.155, atom 74 (H): 0.296, atom 75 (C): -0.657, atom 76 (C): -0.271, atom 77 (H): 0.198, atom 78 (H): 0.388, atom 79 (H): 0.057, atom 80 (O): -0.303, atom 81 (H): 0.444, atom 82 (H): 0.345, atom 83 (H): 0.308, atom 84 (H): 0.404, atom 85 (H): 0.235, atom 86 (O): -0.493, atom 87 (H): 0.437, atom 88 (O): -0.576, atom 89 (H): 0.247, atom 90 (H): 0.072, atom 91 (H): 0.496, atom 92 (H): -0.098, atom 93 (C): -0.927, atom 94 (C): -0.328, atom 95 (H): 0.180, atom 96 (C): -0.499, atom 97 (H): 0.265, atom 98 (H): 0.223, atom 99 (H): 0.611

***

So what do the calculations give for relative energy (zero: lowest compared OMol25 entry of this formula, charge and spin)? Going down the list: 0.000, 0.568 eV.